Record 1
10
Properties=species:S:1:pos:R:3 method="wB97M-V/def2-TZVPD" total_charge=+1 spin_multiplicity=6
O 2.421 0.002 1.091
C 1.214 0.110 0.879
C 0.774 0.694 -0.506
C -0.690 0.525 -0.566
C -1.692 -0.329 -0.331
H 1.328 0.189 -1.317
H 1.068 1.758 -0.486
H -2.587 -0.296 -0.971
Ir -0.150 -1.330 1.629
O -1.685 -1.323 0.577



Record 2
# C4H3KO2

C4H3KO2 as an isolated structure at a distorted geometry (ωB97M-V with the def2-TZVPD basis set, the Open Molecules 2025 dataset).

XYZ file:
```
10
C4H3KO2 | the Open Molecules 2025 dataset | ωB97M-V with the def2-TZVPD basis set
O -2.131 0.720 -0.277
C -1.503 -0.537 -0.118
C -0.071 -0.357 0.125
C 1.152 -0.325 0.209
H -2.991 0.688 0.153
H -1.629 -1.165 -1.017
H -1.926 -1.100 0.733
C 2.853 -0.711 0.020
O 3.488 0.349 0.015
K 2.758 2.438 0.157
```



Record 3
10
Properties=species:S:1:pos:R:3 method="wB97M-V/def2-TZVPD" total_charge=+1 spin_multiplicity=6
O -1.701 1.593 0.177
C -1.117 0.879 -0.581
C -0.352 0.065 -1.258
C 0.432 -0.917 -0.477
C 0.936 -0.640 0.751
H -0.311 0.141 -2.346
H 1.225 -1.481 1.419
H 0.647 -1.880 -0.938
Mn -0.406 1.841 1.753
O 0.646 0.399 1.502



Respective electronic energy values: -408.42208 -904.48007 -1455.34166 Ha.
Respective relative energy (zero: lowest compared OMol25 entry of this formula, charge and spin) values: 0.0 88.0 0.0 kcal/mol.